(1)
283
Properties=species:S:1:pos:R:3 method="wB97M-V/def2-TZVPD" total_charge=+4 energy_ev=-204998.703
C -2.13280 -0.46277 7.58915
C -2.55582 0.42110 6.39378
C -4.08286 0.69832 6.29445
C -4.46162 1.62458 5.12570
N -5.83870 2.16528 5.00947
C -5.90870 2.91853 3.68589
C -5.12241 4.20677 3.90600
C -5.45124 4.47619 5.42319
C -6.13621 3.27980 5.97433
C -6.89157 1.11641 5.08889
C -6.72550 -0.08111 4.21658
C -7.91733 -0.97744 4.45194
H -2.84956 -1.27458 7.57138
H -2.21155 0.13054 8.51284
H -1.13809 -0.86521 7.38581
H -2.21804 -0.02190 5.43373
H -1.98929 1.37130 6.32593
H -4.41893 1.02298 7.28651
H -4.62195 -0.26481 6.25240
H -4.19515 1.19153 4.17730
H -3.82747 2.48498 5.28457
H -6.99149 3.07403 3.58308
H -5.69642 2.24562 2.86029
H -5.41075 5.03816 3.25573
H -4.04480 4.04913 3.80732
H -6.11008 5.32383 5.64611
H -4.52433 4.73155 5.93980
H -7.20451 3.38614 6.03808
H -5.72169 2.94428 6.94041
H -7.84052 1.57550 4.91993
H -6.83274 0.77389 6.13082
H -5.83447 -0.60503 4.55487
H -6.60159 0.15404 3.14074
H -7.93309 -1.22284 5.52039
H -7.77808 -1.90073 3.84835
H -8.89817 -0.50598 4.28531
C 2.77580 -7.29157 -5.81352
C 3.36837 -6.50488 -7.03962
C 3.12650 -4.92679 -6.77946
C 3.00525 -4.14298 -8.03362
N 3.30243 -2.60487 -7.88156
C 3.09141 -1.96056 -9.25158
C 4.51673 -1.86670 -9.84982
C 5.49991 -2.37711 -8.77777
C 4.74624 -2.33721 -7.50384
C 2.45134 -2.01297 -6.77416
C 1.01211 -2.41663 -6.87002
C 0.26852 -1.44262 -5.91214
H 1.71097 -7.09642 -5.68628
H 3.28200 -6.99531 -4.88986
H 2.91476 -8.35849 -6.00711
H 3.02231 -6.90011 -7.98977
H 4.42426 -6.66545 -6.96744
H 3.99313 -4.63046 -6.15381
H 2.25393 -4.81626 -6.15270
H 1.98619 -4.04265 -8.38068
H 3.58954 -4.49621 -8.90148
H 2.64639 -0.98386 -8.99989
H 2.45049 -2.54451 -9.88447
H 4.84893 -0.87413 -10.11021
H 4.57799 -2.43144 -10.79123
H 6.45846 -1.84537 -8.66063
H 5.82922 -3.40343 -9.05499
H 4.68888 -1.30331 -7.18418
H 5.04342 -3.01761 -6.71331
H 2.59344 -0.88682 -6.94069
H 2.88350 -2.30483 -5.83559
H 0.83734 -3.42032 -6.49719
H 0.69599 -2.35916 -7.92660
H -0.76170 -1.71724 -5.79703
H 0.43741 -0.41835 -6.13807
H 0.67729 -1.66583 -4.93468
C 0.50225 -5.07101 -0.11173
C 0.99966 -5.60347 1.20777
C 1.21513 -4.53351 2.23778
C -0.07896 -4.05732 2.82848
N -0.42154 -4.72264 4.15748
C -1.68535 -4.12984 4.74050
C -1.22298 -3.06222 5.69396
C 0.03985 -3.58486 6.38613
C 0.68952 -4.37268 5.24642
C -0.58438 -6.23319 4.11751
C -1.72430 -6.59275 3.25397
C -1.74797 -8.03781 2.94709
H 1.11282 -4.16690 -0.32536
H -0.53095 -4.76873 -0.08176
H 0.70999 -5.76227 -0.94853
H 1.98622 -6.05924 1.11181
H 0.42193 -6.50959 1.50012
H 1.63032 -3.66244 1.70703
H 2.05401 -4.78036 2.91560
H -0.93547 -4.18866 2.16750
H 0.06161 -3.00929 3.08130
H -2.16544 -4.97408 5.23236
H -2.36935 -3.86841 3.89877
H -1.94261 -2.63420 6.36235
H -0.83134 -2.26920 4.99896
H -0.11267 -4.18530 7.32118
H 0.71569 -2.74032 6.61126
H 1.15103 -5.30813 5.48302
H 1.44947 -3.86387 4.67449
H -0.75806 -6.51283 5.14314
H 0.36470 -6.70524 3.77709
H -1.71467 -6.07713 2.25659
H -2.64024 -6.25207 3.70111
H -2.71423 -8.23792 2.48977
H -1.72132 -8.67366 3.80378
H -0.95888 -8.31234 2.25198
C 4.76265 -5.49315 0.49941
C 5.98625 -5.08364 -0.34301
C 6.92781 -3.97574 0.20564
C 6.21648 -2.59496 0.20483
N 6.89977 -1.50789 1.05133
C 6.76515 -1.70810 2.54522
C 5.79739 -0.62881 3.07985
C 6.05561 0.55412 2.13271
C 6.09730 -0.18452 0.81179
C 8.39369 -1.35354 0.74944
C 8.83644 -1.41618 -0.75959
C 10.27840 -0.99557 -0.90066
H 4.07870 -6.11705 -0.06783
H 4.24413 -4.59862 0.90267
H 5.08686 -6.00297 1.43179
H 5.72663 -4.77239 -1.37300
H 6.58147 -5.96091 -0.51856
H 7.88045 -3.99295 -0.29742
H 7.14220 -4.30936 1.23409
H 5.22163 -2.64529 0.65795
H 6.08969 -2.21652 -0.80734
H 7.76083 -1.66298 2.95114
H 6.44293 -2.74995 2.65555
H 5.99828 -0.42482 4.14077
H 4.76246 -0.94188 3.04045
H 7.03674 0.97991 2.38855
H 5.23168 1.27498 2.17135
H 6.54048 0.38932 -0.00033
H 5.08704 -0.57773 0.61421
H 8.85847 -2.21347 1.25285
H 8.73725 -0.39704 1.16979
H 8.16673 -0.74504 -1.30939
H 8.64769 -2.45327 -1.03705
H 10.64062 -0.86965 -1.86976
H 10.83396 -1.82077 -0.49770
H 10.52029 -0.14686 -0.23926
C -3.03617 -1.60016 -3.56456
C -1.88564 -2.03391 -2.64537
C -1.33118 -0.80967 -1.93793
C -0.42748 -1.17364 -0.69539
N 0.24781 -0.08755 0.14667
C 1.28713 0.78493 -0.61780
C 2.55954 0.71405 0.20215
C 2.51673 -0.65266 0.91702
C 1.04876 -0.76659 1.30050
C -0.82386 0.69170 0.78982
C -0.44467 1.94722 1.52851
C -1.50698 2.39019 2.50530
H -2.69379 -1.18518 -4.52135
H -3.74549 -0.88067 -3.15579
H -3.68146 -2.42670 -3.89474
H -1.14375 -2.54533 -3.26115
H -2.22671 -2.78574 -1.93803
H -2.13031 -0.12943 -1.70959
H -0.70756 -0.24555 -2.60855
H 0.37989 -1.76887 -1.09519
H -0.96063 -1.78796 0.05777
H 0.88966 1.77929 -0.69071
H 1.37062 0.37126 -1.62581
H 2.48776 1.52279 0.90991
H 3.43783 0.78450 -0.42382
H 3.19521 -0.73113 1.77299
H 2.75700 -1.44963 0.18654
H 0.82571 -0.28477 2.20161
H 0.70941 -1.79576 1.33830
H -1.36183 -0.02209 1.38843
H -1.43901 0.97201 -0.08440
H -0.38910 2.73816 0.81518
H 0.45847 1.79757 2.11995
H -2.44824 2.68100 2.00735
H -1.09203 3.31064 2.92078
H -1.73224 1.68936 3.33518
C 2.51382 11.75943 3.41399
O 1.11862 11.57632 3.71206
C 0.24950 12.63218 3.57021
C -1.15803 12.08762 3.84878
N -1.31717 10.81947 3.09426
H -2.27309 10.66199 2.82637
H -0.75532 10.78868 2.23723
C -0.97291 9.55946 3.87107
C -1.60472 8.41110 3.14411
O -1.14767 8.48589 1.83254
C -1.59667 7.38533 1.05668
H 2.96232 10.79851 3.26978
H 2.96711 12.17720 4.28147
H 2.69849 12.39268 2.54004
H 0.33465 13.10232 2.59911
H 0.44968 13.37549 4.36131
H -1.88767 12.77048 3.49886
H -1.28007 11.95604 4.92025
H -1.25398 9.72147 4.91317
H 0.11344 9.49072 3.72224
H -2.72997 8.38655 3.18049
H -1.25049 7.52844 3.75334
H -1.12277 7.58073 0.08882
H -2.65491 7.33155 0.81135
H -1.15878 6.46292 1.40033
C -0.18978 2.32383 -7.93515
O 0.58492 2.24396 -6.66748
C -0.15210 2.70684 -5.51914
C 0.82413 2.55184 -4.38367
N 2.05769 3.47489 -4.65887
H 2.90972 3.07914 -4.30597
H 2.08858 3.47027 -5.69739
C 1.85982 4.83320 -4.06585
C 2.20437 4.78995 -2.57218
O 3.24364 3.84824 -2.42006
C 3.68203 3.71411 -1.05193
H -1.04483 1.63084 -7.88091
H 0.41211 2.20560 -8.84268
H -0.60291 3.34555 -8.03589
H -1.07486 2.11684 -5.31828
H -0.45064 3.76551 -5.59642
H 1.21305 1.51133 -4.37033
H 0.49505 2.85634 -3.38084
H 0.88009 5.14602 -4.32911
H 2.58365 5.47681 -4.57749
H 1.26753 4.50364 -2.02792
H 2.46948 5.78597 -2.22333
H 4.29397 2.81334 -0.94475
H 2.84957 3.66961 -0.32789
H 4.30546 4.57508 -0.76149
C -5.63590 1.31533 -4.42387
O -5.86731 0.48551 -3.29290
C -5.18089 1.00132 -2.13517
C -5.69105 0.17930 -0.98904
N -7.18905 0.13322 -0.97037
H -7.57738 0.99702 -0.64302
H -7.52526 -0.02026 -1.92270
C -7.71433 -0.96988 -0.15313
C -7.53451 -2.28712 -0.91961
O -7.86436 -1.98793 -2.24376
C -7.89396 -3.12043 -3.08830
H -6.10454 0.81600 -5.24255
H -4.52465 1.46774 -4.63980
H -6.11320 2.27161 -4.32849
H -5.38879 2.05886 -2.06665
H -4.05944 0.90680 -2.21428
H -5.24092 0.46730 -0.05697
H -5.43976 -0.87178 -1.12944
H -8.76411 -0.78833 0.01475
H -7.24707 -1.11970 0.84157
H -8.10602 -3.07612 -0.44110
H -6.52672 -2.69068 -0.86165
H -8.08420 -2.68807 -4.06500
H -8.71681 -3.82416 -2.95724
H -6.98335 -3.67842 -3.21255
P 1.41634 0.59397 5.07283
F 2.47946 -0.06395 4.07042
F 2.60620 1.15413 6.00631
F 1.38106 1.97360 4.24860
F 0.32134 0.96195 6.11953
F 0.22074 -0.06730 4.05217
F 1.48531 -0.84240 5.91922
P -1.97429 3.83965 -1.61441
F -1.31882 4.36759 -2.96946
F -0.98184 2.55184 -1.84870
F -0.87418 4.52621 -0.72436
F -2.60254 3.07505 -0.32652
F -2.84675 5.18870 -1.37221
F -3.17086 3.27141 -2.53680
P -3.62136 -1.85802 2.15229
F -2.11407 -1.66142 2.60763
F -3.71725 -0.21765 2.17071
F -3.25020 -1.79603 0.58117
F -5.21870 -2.01633 1.84467
F -3.45845 -3.44598 2.07133
F -3.99724 -1.92879 3.69972
P 3.22074 -1.90990 -2.95307
F 3.79223 -0.80431 -1.93652
F 2.37861 -2.51951 -1.69673
F 1.91456 -0.97546 -3.32111
F 2.68542 -3.05060 -3.91623
F 4.17347 -1.30832 -4.20283
F 4.41925 -2.98113 -2.56839


(2)
141
Properties=species:S:1:pos:R:3 method="wB97M-V/def2-TZVPD" relative_energy_kj_mol=0.00 total_charge=-1
Zr -0.10729 0.88038 -0.40835
Cl -6.59818 -5.52119 -2.12338
C -5.62143 -4.09636 -2.33619
C -6.01883 -2.90326 -1.76257
C -5.22765 -1.77408 -1.92657
C -4.03772 -1.82259 -2.64446
C -3.67158 -3.03881 -3.22226
C -4.45227 -4.17178 -3.07667
C -3.19006 -0.57505 -2.87227
C -0.44806 -1.21395 -2.55290
C 0.03434 -1.90692 -3.65562
C 1.42197 -1.70190 -3.67578
C 1.73173 -0.86341 -2.58960
C 2.91777 -0.07490 -2.35947
C 4.17234 -0.53415 -2.98176
C 5.02935 0.33886 -3.65637
C 6.21717 -0.10382 -4.21429
C 6.56207 -1.44078 -4.10667
Cl 8.05899 -2.00152 -4.79207
C 5.72031 -2.33826 -3.47047
C 4.53294 -1.88397 -2.92254
C 2.91706 1.06690 -1.57721
N 1.80082 1.61605 -0.94091
C 2.24168 2.43750 0.06467
C 1.39620 2.98473 1.06050
C 1.90305 3.15126 2.42796
C 1.16325 3.77635 3.45380
C 1.63432 3.88815 4.74867
C 2.85975 3.34227 5.08765
Cl 3.46856 3.50202 6.71346
C 3.57737 2.63400 4.14220
C 3.09862 2.53108 2.84950
C 0.03020 3.48567 0.75582
C -0.37748 4.79792 1.06308
C -1.67536 4.93002 0.62101
C -2.07360 3.70965 0.02227
N -0.98464 2.81970 0.13254
C -3.36495 3.60816 -0.61628
C -4.01435 2.55972 -1.26879
C -4.93018 2.70234 -2.38908
C -4.84786 1.52854 -3.08687
C -3.92844 0.69466 -2.36007
N -3.56508 1.26954 -1.24213
C -4.09650 4.90202 -0.76614
C -5.35987 5.06039 -0.20606
C -6.07390 6.23780 -0.37251
C -5.52344 7.26171 -1.12274
Cl -6.40443 8.74773 -1.32564
C -4.27925 7.11976 -1.71569
C -3.57268 5.94322 -1.52959
C 3.68196 2.54337 -0.03967
C 4.08409 1.73362 -1.04876
N 0.59449 -0.64471 -1.87236
H -6.93639 -2.85298 -1.19192
H -5.53380 -0.83887 -1.47568
H -2.74329 -3.10079 -3.77756
H -4.16483 -5.10902 -3.53422
H -0.54168 -2.46182 -4.37912
H 2.10300 -2.04333 -4.43983
H 4.74837 1.37852 -3.76339
H 6.86927 0.58095 -4.73971
H 5.99537 -3.38211 -3.39972
H 3.87683 -2.58653 -2.42280
H 0.17983 4.16149 3.24086
H 1.04125 4.38933 5.50254
H 4.49817 2.13841 4.42322
H 3.65464 1.90957 2.16524
H 0.24001 5.56299 1.50418
H -2.29115 5.80723 0.72048
H -5.44250 3.60399 -2.68613
H -5.31750 1.28294 -4.02774
H -5.79054 4.25040 0.36853
H -7.05292 6.35945 0.07080
H -3.87026 7.91780 -2.32036
H -2.60164 5.81829 -1.99111
H 4.30176 3.20270 0.54514
H 5.09743 1.57577 -1.37476
C -3.83522 -2.03181 3.91506
C -3.48556 -0.54988 4.03408
N -2.07436 -0.28206 3.82998
C -1.50466 -0.23324 2.60594
S 0.15710 0.40292 2.65286
N -2.15809 -0.66467 1.58599
N -1.79137 -0.27305 0.33294
C -1.96504 -1.07781 -0.64772
C -2.24628 -2.52194 -0.38500
C -1.75464 -0.55154 -2.08355
C -2.95585 -0.48847 -4.36470
C -2.17502 0.40912 -4.98553
C -1.39300 1.45535 -4.40178
C -1.07712 1.61094 -3.08431
N -1.30549 0.83806 -2.01890
H -4.90561 -2.18557 4.06235
H -3.29540 -2.62090 4.65781
H -3.56315 -2.38344 2.92079
H -3.75002 -0.17138 5.02186
H -4.04712 0.00957 3.28299
H -1.47056 -0.12649 4.61810
H -1.62800 -2.83962 0.45411
H -2.02340 -3.13791 -1.24714
H -3.28761 -2.66304 -0.08897
H -3.48654 -1.21623 -4.96555
H -2.15605 0.36664 -6.07116
H -1.02878 2.22183 -5.07404
H -0.58344 2.54385 -2.80776
C 0.93154 -0.42260 1.23407
Ge 2.05264 -1.94509 1.84877
C 1.55436 -2.55079 3.66865
C 0.20965 -2.76647 3.96749
C -0.18873 -3.12826 5.24581
C 0.75412 -3.27454 6.25369
C 2.09785 -3.09152 5.96501
C 2.49204 -2.74257 4.68053
C 2.03277 -3.59050 0.73707
C 3.20675 -4.17571 0.26542
C 3.17094 -5.33720 -0.49467
C 1.95727 -5.94389 -0.78271
C 0.78195 -5.38942 -0.29746
C 0.82602 -4.22510 0.45412
C 3.91286 -1.27196 1.77623
C 4.52641 -1.23221 0.52372
C 5.80734 -0.72648 0.36466
C 6.48755 -0.21507 1.46052
C 5.87171 -0.19602 2.70400
C 4.59542 -0.72034 2.85987
H 1.75472 0.27938 1.01081
H -0.54005 -2.64835 3.19111
H -1.23751 -3.29341 5.46135
H 0.44286 -3.53403 7.25809
H 2.84210 -3.21734 6.74214
H 3.54716 -2.62996 4.46213
H 4.16280 -3.72474 0.49948
H 4.09456 -5.76787 -0.86328
H 1.92960 -6.84992 -1.37551
H -0.16910 -5.86456 -0.50633
H -0.09632 -3.80294 0.83520
H 3.98861 -1.60082 -0.34251
H 6.27186 -0.73489 -0.61567
H 7.48995 0.17887 1.34417
H 6.38893 0.23053 3.55591
H 4.11486 -0.67148 3.83005